1.
# C25H28AgF3N5O3S

A structure of composition C25H28AgF3N5O3S (wB97M-V/def2-TZVPD, the OMol25 dataset).

Properties
HOMO	-3.844	eV
orbital gap	6.715	eV
electronic energy	-2313.8508	a.u.
LUMO	0.106	Ha
charge	-1

Last column: natural (NBO) charge in e.
Geometry (Å):
H -0.986 -2.714 -2.754  0.39
H 1.931 -2.466 -0.154  0.37
O -2.544 -1.342 -1.926  -1.02
F -3.467 -4.066 -2.042  -0.33
C 3.643 2.414 -1.849  -0.20
H 1.148 -0.405 -2.612  0.21
H 1.368 2.638 1.522  0.20
C 0.177 4.168 2.521  -0.27
H 0.867 -5.095 0.610  0.18
O -4.128 -0.916 -0.107  -0.96
C 2.526 1.022 -3.429  -0.20
C -4.024 3.259 -0.003  -0.30
H 3.880 0.164 0.932  0.21
Ag -0.444 -1.119 -0.597  0.83
F -5.186 -2.751 -2.113  -0.32
H 3.146 2.120 0.207  0.20
H -0.261 -0.209 1.959  0.21
C 0.781 -0.184 2.254  -0.23
H 2.569 -4.831 0.250  0.16
C 1.861 0.382 -2.397  -0.30
F -4.763 -3.878 -0.317  -0.32
C 1.132 -0.343 3.583  -0.21
H 2.741 -0.425 5.024  0.20
C 2.980 1.781 -0.807  -0.31
H 1.385 -5.916 -1.559  0.20
H 0.519 -2.950 -3.341  0.35
C 3.436 2.043 -3.173  -0.28
H -0.388 -5.089 -2.783  0.16
H -3.674 5.585 2.474  0.20
C 1.295 -4.830 -1.466  -0.41
H 4.484 -0.099 3.282  0.20
H 2.079 -4.394 -2.099  0.19
C -2.092 4.298 1.729  -0.11
C 1.747 0.019 1.242  0.15
S -3.191 -1.831 -0.700  2.32
H -5.368 4.639 0.954  0.20
N 1.330 0.095 -0.067  -0.81
C 0.401 3.135 1.579  0.06
C 2.467 -0.306 3.984  -0.30
H -1.452 1.405 -0.815  0.41
C -4.348 4.276 0.919  -0.18
C 3.094 0.045 1.667  -0.31
N -0.521 2.715 0.756  -0.43
H 0.351 -0.493 4.321  0.20
C -3.417 4.805 1.768  -0.26
H 1.391 -2.922 1.311  0.38
C -0.065 -4.392 -2.002  -0.22
H -4.789 2.854 -0.656  0.21
N -0.047 -3.009 -2.503  -0.87
H -1.271 5.527 3.305  0.20
C -1.754 3.282 0.816  0.17
C -4.210 -3.206 -1.326  0.69
C 1.553 -4.498 0.000  -0.20
C -1.059 4.740 2.589  -0.14
C -2.742 2.764 -0.088  0.21
H 3.956 2.543 -3.980  0.19
C 3.435 -0.113 3.005  -0.20
H -3.057 1.158 -1.309  0.40
H 4.326 3.226 -1.619  0.20
N -2.358 1.808 -0.986  -0.79
C 2.069 0.728 -1.043  0.28
H -0.800 -4.447 -1.196  0.21
N 1.297 -3.101 0.319  -0.86
H 0.981 4.483 3.174  0.21
H 2.329 0.720 -4.452  0.20
O -2.267 -2.503 0.214  -0.99

2.
# C10H17BBr15IOP

A structure of composition C10H17BBr15IOP at a distorted geometry (wB97M-V/def2-TZVPD, the OMol25 dataset).

Properties
HOMO	-11.853	eV
orbital gap	7.073	eV
electronic energy	-39740.2645	a.u.
LUMO	-0.176	Ha
charge	+1

Last column: natural (NBO) charge in e.
Geometry (Å):
C 4.488 2.301 -5.023  -0.50
Br 1.244 -0.950 -1.559  0.09
Br 2.747 -1.532 -5.250  0.08
Br 2.338 5.797 0.198  0.13
C 0.063 0.255 -2.510  -0.49
H -2.796 1.580 1.451  0.08
H 0.192 -1.998 3.202  0.24
C -3.622 -1.365 2.099  -0.60
H 1.752 3.889 -1.278  0.24
H 4.040 -1.521 -3.129  0.22
H -0.132 2.168 2.224  0.27
H -0.131 -3.906 -1.362  0.22
H -0.345 -0.295 -3.354  0.24
H -0.315 -0.231 1.585  0.24
C 1.916 3.952 -0.205  -0.49
Br -1.443 0.802 -1.415  0.06
Br 0.271 3.380 0.648  0.07
Br 4.759 3.888 -6.100  0.10
H -2.576 -0.041 5.690  0.52
Br 3.099 -3.819 -3.026  0.09
H -5.283 -0.382 3.332  0.28
B -3.343 0.513 4.003  0.84
C -0.955 -4.470 -1.791  -0.50
O -3.111 0.727 5.400  -0.90
P -2.494 1.833 2.839  0.59
H -4.193 -1.581 4.223  0.26
C 3.908 -2.284 -3.891  -0.50
H -0.237 1.870 4.050  0.29
Br -2.277 -4.695 -0.391  0.08
H -4.431 -1.938 1.558  0.24
Br 4.272 2.729 -3.145  0.07
Br -0.234 -6.167 -2.382  0.11
Br 1.029 1.772 -3.231  0.10
Br 3.384 2.765 0.219  0.12
H -3.184 -0.582 1.413  0.19
I -3.157 4.117 3.511  0.14
H -0.497 -0.981 4.685  0.20
Br 5.883 0.988 -5.299  0.10
C -4.209 -0.737 3.473  -0.83
Br 5.666 -2.697 -4.592  0.11
C -0.377 0.028 2.690  -0.25
Br -1.645 -3.427 -3.270  0.08
C -0.210 -1.012 3.593  -0.35
H 3.558 1.846 -5.354  0.22
C -0.627 1.542 3.046  -0.73
H -2.783 -2.070 2.405  0.22

3.
# C59H32BiF15GeN7O4S

A structure of composition C59H32BiF15GeN7O4S (wB97M-V/def2-TZVPD, the OMol25 dataset).

Properties
HOMO	-10.352	eV
orbital gap	6.857	eV
electronic energy	-7139.3301	a.u.
LUMO	-0.128	Ha
charge	+1
relative energy (zero: lowest compared OMol25 entry of this formula, charge and spin)	0.00	kJ/mol

Last column: Mulliken charge in e.
Geometry (Å):
H 1.818 2.727 -0.898  -0.30
C -0.464 -2.381 -5.917  -0.93
C 2.961 0.610 1.891  0.02
C 0.818 -1.968 -6.256  -0.66
C 3.155 5.024 1.172  -0.43
C -2.662 -2.510 2.620  -1.06
H 1.053 -1.717 -7.282  0.47
C 3.455 2.557 2.830  -0.58
C -3.544 -0.934 -3.543  -0.20
F -2.687 5.064 4.703  -0.30
C 1.412 1.587 -4.898  -1.16
C -1.444 0.063 -2.954  0.84
F 0.217 7.680 0.689  -0.40
C 1.797 -1.878 -5.276  -0.77
H 0.034 5.554 -1.998  0.32
C -2.752 -0.902 -1.281  0.78
H 3.180 2.927 3.814  0.36
C 0.133 1.147 -4.606  -0.74
C 0.305 -4.500 -1.900  -0.69
C -1.549 -2.028 1.963  -0.35
C -5.411 2.009 4.627  -0.31
C 2.243 -2.650 0.557  0.20
N -0.497 2.647 -0.943  0.43
C -5.409 2.926 5.665  0.82
F 1.282 5.765 4.851  -0.38
H -0.503 -5.132 -1.541  0.40
C 2.408 1.495 -3.937  -1.25
C 2.257 3.659 -0.576  1.14
C -3.967 -1.838 0.728  -0.71
C 3.361 6.054 0.265  -1.01
H 2.201 4.545 -2.528  0.67
H -1.703 5.255 -2.202  0.39
C -2.800 -1.408 0.115  -0.35
N 0.832 0.585 -2.415  1.03
H 4.381 -3.707 2.931  0.47
H 2.920 -4.609 1.105  0.59
C 0.580 5.746 3.717  0.59
H 1.634 1.988 -5.878  0.55
F -4.524 1.242 2.616  -0.07
F -5.768 6.371 -0.136  -0.31
C -5.413 4.373 -1.326  0.46
O -3.802 -2.733 -4.741  -0.68
C 1.333 -3.068 -0.535  0.03
Bi 0.019 0.091 -0.110  3.92
C -3.546 3.588 0.619  -0.84
C 1.496 -2.197 -3.959  -0.09
F -3.297 1.566 -0.586  0.88
H -1.237 -2.450 -6.671  0.57
H -4.614 -1.760 -1.882  0.49
C 0.735 6.768 2.794  0.50
C 3.827 -1.673 2.539  -1.08
C 3.790 -3.041 2.317  -0.52
C -4.378 -1.625 -4.618  -0.29
C -0.124 -3.042 -2.210  -0.36
C 2.601 3.815 0.760  -0.42
H 3.791 6.986 0.602  0.44
N 0.604 -2.260 -1.193  0.31
H 2.263 -2.122 -3.198  0.36
H 0.803 -4.973 -2.743  0.37
C -3.509 3.133 3.608  -0.28
C -0.125 0.632 -3.342  0.43
C -4.470 2.134 3.624  -0.30
C -3.550 4.041 4.650  0.62
F -4.482 4.837 6.667  -0.29
C -3.894 -2.388 1.994  -0.92
H 3.178 6.690 -1.775  0.42
F -1.455 5.676 0.170  -0.43
C -0.587 3.610 -1.558  0.17
H 2.794 0.891 -1.900  0.33
C 2.350 2.716 1.764  0.45
S -1.279 1.232 2.046  -0.71
C 3.046 -0.859 1.727  0.11
C -3.735 -1.211 -2.187  -0.52
C -0.709 4.833 -2.339  -1.67
N -1.622 -1.490 0.745  0.64
C -4.223 4.793 0.701  1.20
C 2.462 4.687 -1.486  -0.42
H 2.800 -1.564 -5.537  0.47
C 2.068 0.987 -2.698  -0.52
N -1.623 -0.257 -1.652  0.46
C -5.146 5.201 -0.245  0.22
C -2.389 -0.240 -3.901  -0.84
O 3.640 1.123 2.924  -0.46
H -0.644 1.197 -5.353  0.58
H 1.386 2.900 2.250  -0.49
C 0.213 -2.613 -3.620  0.18
Ge -2.284 3.140 2.063  -0.44
H 4.402 2.997 2.515  0.36
H -0.570 -2.044 2.426  0.47
H -2.200 -0.049 -4.946  0.44
F -0.417 3.745 4.357  -0.57
N 2.282 -1.337 0.759  0.01
C 3.013 5.889 -1.068  -0.73
C -4.768 3.152 -1.434  -0.09
C -3.859 2.780 -0.457  -0.07
H 4.432 -1.236 3.319  0.55
H -1.785 -2.993 -4.346  0.97
F -3.976 5.623 1.725  -0.36
H -2.568 -2.943 3.605  0.49
H -1.196 -2.905 -2.053  0.21
C -4.477 3.950 5.676  0.12
F -6.313 1.027 4.604  -0.29
H -4.795 -2.721 2.491  0.53
H -0.549 4.610 -3.393  0.42
C -0.768 -2.709 -4.603  -0.49
F -5.031 2.343 -2.460  -0.27
C 0.041 6.723 1.599  0.35
O 1.282 -4.365 -0.824  -0.52
F 1.574 7.766 3.045  -0.38
O -5.341 -1.103 -5.140  -0.69
H 3.421 1.811 -4.140  0.55
C -1.030 4.647 2.266  -0.25
C -0.824 5.669 1.359  0.83
F -6.292 4.746 -2.247  -0.32
F -6.302 2.827 6.642  -0.29
H -4.919 -1.729 0.232  0.51
H 3.434 5.170 2.209  0.54
C -0.286 4.709 3.434  0.47
C 2.981 -3.551 1.309  -1.19
N 2.256 1.372 1.161  0.51

4.
# C30H26F3N3O5S

A structure of composition C30H26F3N3O5S at a distorted geometry (wB97M-V/def2-TZVPD, the OMol25 dataset).

Properties
HOMO	-6.051	eV
orbital gap	5.009	eV
electronic energy	-2396.8381	a.u.
LUMO	-0.038	Ha
relative energy (zero: lowest compared OMol25 entry of this formula, charge and spin)	0.00	kJ/mol

Last column: natural (NBO) charge in e.
Geometry (Å):
C 3.066 0.101 1.419  0.12
N 7.772 -0.939 -1.033  -0.35
F -0.893 0.813 3.372  -0.31
C 0.450 0.333 -3.168  -0.41
C 5.526 -0.464 0.205  -0.24
C 4.523 -1.440 0.251  -0.15
C 3.034 4.636 0.808  -0.21
C 2.999 5.285 -0.434  -0.21
H -6.071 1.058 -1.087  0.18
S 0.978 -0.972 2.720  2.08
F -0.981 -1.087 4.484  -0.31
H 0.945 1.019 1.117  0.30
H -1.159 -5.544 -0.422  0.21
H 2.149 3.124 2.069  0.21
H 1.826 1.174 2.821  0.22
C -5.218 -2.450 1.080  -0.15
H -5.971 -0.431 0.768  0.23
C -3.321 -3.114 -0.253  0.33
O -1.796 -0.060 0.592  -0.48
C 0.598 1.808 0.233  -0.17
H 2.499 -1.903 0.780  0.23
C -1.069 -1.590 -3.611  -0.05
H 2.010 5.379 -2.357  0.21
O -4.106 0.299 -1.116  -0.51
H -4.975 1.696 0.186  0.20
H -2.671 -3.067 -3.255  0.25
C 2.171 3.575 1.074  -0.20
H 0.067 1.309 -3.499  0.22
H 3.683 6.107 -0.647  0.22
N -0.636 -0.555 -2.790  -0.28
C 4.110 1.037 1.449  -0.26
O -2.279 -3.891 -0.632  -0.50
N -2.298 -1.540 -1.780  -0.28
O 1.924 -1.707 3.518  -0.93
C 5.321 0.773 0.825  -0.14
C -5.041 1.365 -0.860  -0.25
C 6.760 -0.724 -0.484  0.29
H -5.958 -2.679 1.847  0.22
C -5.239 -1.189 0.482  -0.32
H 1.159 0.478 -2.344  0.27
H -4.732 2.169 -1.527  0.21
H 0.525 3.468 -1.916  0.19
H 3.752 4.949 1.568  0.21
C 3.287 -1.149 0.817  -0.26
C 2.070 4.869 -1.395  -0.22
C -1.408 -0.515 -1.676  0.36
H 0.974 -0.135 -4.010  0.22
C -1.227 0.255 -0.456  0.48
C -0.164 -0.158 3.964  0.74
H 4.702 -2.432 -0.167  0.22
H -2.900 -5.822 -0.076  0.18
C -4.281 -3.420 0.731  -0.32
O 0.171 -1.613 1.707  -0.95
C -2.050 -5.138 0.056  -0.25
C -3.344 -1.861 -0.856  0.06
H -1.866 -4.969 1.127  0.20
H -0.604 -1.785 -4.563  0.24
C 1.318 3.047 0.068  0.00
F 0.569 0.405 4.955  -0.32
H 3.956 1.983 1.965  0.21
H 6.110 1.528 0.814  0.22
C -4.272 -0.886 -0.494  0.36
C -0.379 1.456 -0.604  -0.39
C 1.233 3.783 -1.148  -0.21
C -2.081 -2.214 -2.975  -0.01
H -0.716 2.082 -1.435  0.17
H -4.263 -4.398 1.215  0.23
C 1.736 0.474 1.983  -0.84

- The lowest LUMO belongs to which entry?
  C10H17BBr15IOP

- HOMO of number 1 (C25H28AgF3N5O3S)?
  -3.844 eV